A gas-phase ion, C5H10NS (charge +1) at a distorted geometry, computed with ωB97M-V with the def2-TZVPD basis set.

Last column: Mulliken charge in e.
Element x y z (Å)
C 0.11 -0.59 2.05  -0.29
C 1.03 -0.68 0.91  -0.22
C -0.22 -0.18 0.34  0.08
C -1.11 -1.14 -0.43  -1.60
C 0.73 1.24 -1.31  -0.55
N -0.21 1.17 -0.23  -0.06
S 0.41 -2.27 1.72  -0.17
H -0.01 0.09 2.87  0.41
H 1.97 -0.28 0.66  0.47
H -1.52 -1.91 0.22  0.42
H -0.74 -1.62 -1.33  0.35
H -2.17 -0.71 -0.76  0.36
H 1.64 0.74 -0.92  0.21
H 0.45 0.77 -2.28  0.29
H 0.96 2.26 -1.63  0.38
H -1.25 1.35 -0.52  0.47
H -0.07 1.78 0.63  0.44

Orbital gap   0.3357 hartree
Total charge   +1
Structure (SMILES)   C[NH2+][C@@]1(C)[C@@H]2S[C@@H]21
Molar mass   116.209 u
ΔE to the lowest compared entry with this formula, charge and spin   105.7 kcal/mol

---

A molecular structure, C29H33BrGeN6S4SbTc, computed with ωB97M-V with the def2-TZVPD basis set.

Last column: Löwdin spin population.
Element x y z (Å)
Tc 0.91 0.46 2.53  2.58
S 6.35 -0.90 4.59  0.01
Sb 4.21 -1.60 4.60  0.01
S 2.85 0.99 3.76  0.10
S 1.12 0.66 4.87  0.11
S 3.81 -2.90 2.70  0.02
C -1.84 3.50 -1.09  0.00
C -1.47 3.56 0.36  0.00
C -2.18 4.30 1.29  0.00
C -1.76 4.37 2.60  0.00
C -0.62 3.65 2.96  0.01
Br 0.07 3.97 4.68  0.01
N 0.02 2.85 2.13  0.04
C -0.39 2.84 0.85  0.01
H -2.55 4.29 -1.34  0.00
H -2.29 2.54 -1.35  0.00
H -0.96 3.61 -1.72  0.00
H -3.06 4.86 0.97  0.00
H -2.26 4.98 3.33  0.00
H 0.19 2.21 0.18  0.00
C -3.40 -1.43 3.49  0.00
N -2.46 -2.25 2.77  0.01
C -2.28 -3.57 3.37  0.00
C -1.34 -1.63 2.23  0.03
N -1.02 -0.38 2.54  0.05
N -0.63 -2.33 1.37  0.01
C 0.55 -2.00 0.57  0.01
N 1.13 -3.27 0.30  0.00
N 1.49 -1.09 1.35  -0.02
H -4.31 -2.01 3.65  0.00
H -3.67 -0.55 2.91  0.00
H -3.03 -1.12 4.48  0.00
H -3.18 -4.17 3.21  0.00
H -2.09 -3.49 4.44  0.00
H -1.44 -4.09 2.93  0.00
H -1.61 -0.02 3.28  0.01
H -1.02 -3.22 1.09  0.00
H 1.60 -3.66 1.12  0.00
H 1.80 -3.22 -0.46  0.00
H 2.28 -1.61 1.84  0.01
C 1.73 0.08 0.60  -0.03
Ge 0.73 -0.32 -1.10  0.01
C 1.86 -1.53 -2.15  0.00
C 3.23 -1.28 -2.17  0.00
C 4.12 -2.11 -2.85  0.00
C 3.64 -3.21 -3.53  0.00
C 2.28 -3.49 -3.52  0.00
C 1.40 -2.66 -2.83  0.00
C -1.22 -0.41 -1.43  0.00
C -1.79 -1.02 -2.55  0.00
C -3.17 -1.11 -2.71  0.00
C -4.02 -0.57 -1.76  0.00
C -3.48 0.06 -0.65  0.00
C -2.10 0.14 -0.49  0.00
C 1.13 1.38 -2.11  0.00
C 2.12 2.28 -1.70  0.00
C 2.45 3.41 -2.44  0.00
C 1.80 3.66 -3.64  0.00
C 0.82 2.78 -4.08  0.00
C 0.49 1.67 -3.32  0.00
H 2.78 0.38 0.54  0.00
H 3.63 -0.42 -1.65  0.00
H 5.18 -1.89 -2.83  0.00
H 4.33 -3.87 -4.06  0.00
H 1.90 -4.36 -4.04  0.00
H 0.36 -2.94 -2.79  0.00
H -1.16 -1.42 -3.33  0.00
H -3.58 -1.59 -3.59  0.00
H -5.09 -0.64 -1.88  0.00
H -4.13 0.50 0.10  0.00
H -1.71 0.63 0.40  0.00
H 2.65 2.11 -0.77  0.00
H 3.21 4.09 -2.08  0.00
H 2.05 4.54 -4.22  0.00
H 0.31 2.97 -5.02  0.00
H -0.29 1.00 -3.69  0.00

Spin multiplicity   4
<S²>   3.807
Orbital gap (spin up / spin down)   0.2116 / 0.2067 hartree
Total charge   -1
Molar mass   966.167 u
ΔE to the lowest compared entry with this formula, charge and spin   62.4 kcal/mol

---

A single C2H6FOP molecule at a distorted geometry, computed with ωB97M-V with the def2-TZVPD basis set.

Last column: Mulliken charge in e.
Element x y z (Å)
C -1.00 -1.00 0.12  -0.62
C 1.12 1.30 -0.05  -0.85
O -2.36 -0.50 -0.21  -0.46
F 1.75 -1.14 0.63  -0.27
P 1.01 -0.44 -0.66  0.31
H -0.72 -0.54 1.18  0.28
H -2.26 -0.49 -1.18  0.32
H -0.83 -1.99 -0.06  0.37
H 2.10 1.47 0.06  0.34
H 0.78 2.02 -0.75  0.35
H 0.43 1.32 0.92  0.22

Orbital gap   0.3496 hartree
Structure (SMILES)   CP(F)CO
Molar mass   96.041 u
ΔE to the lowest compared entry with this formula, charge and spin   78.2 kcal/mol

---

A single C21H26N4O3 molecule, computed with ωB97M-V with the def2-TZVPD basis set.

Last column: Mulliken charge in e.
Element x y z (Å)
C -6.15 -3.84 -1.05  -1.43
C -5.70 -2.44 -0.68  -0.26
O -4.39 -2.53 -0.14  -0.41
C -3.77 -1.41 0.30  0.69
C -2.50 -1.59 0.85  -0.72
C -1.78 -0.52 1.33  -0.29
C -2.30 0.77 1.26  0.67
C -3.56 0.95 0.72  -0.82
C -4.30 -0.13 0.24  -0.33
H -5.28 0.05 -0.17  0.40
H -4.00 1.94 0.67  0.38
C -1.47 1.95 1.72  -1.73
N -0.68 2.59 0.68  0.15
C -1.40 3.37 -0.30  -0.93
C -1.63 2.59 -1.60  -0.45
N -0.32 2.29 -2.14  -0.12
C 0.71 1.99 -1.33  -0.16
O 1.85 1.86 -1.76  -0.78
C 0.35 1.71 0.12  1.00
C 1.61 1.74 1.01  -1.41
C 2.17 0.34 1.18  0.68
O 2.02 -0.31 2.20  -0.70
N 2.80 -0.11 0.08  0.03
H 2.84 0.49 -0.73  0.25
C 3.40 -1.42 0.01  -0.95
C 4.90 -1.35 -0.07  0.67
N 5.49 -2.11 -0.98  -0.51
C 6.81 -2.08 -1.08  -0.18
C 7.61 -1.28 -0.28  -0.42
C 7.00 -0.48 0.67  -0.47
C 5.62 -0.51 0.78  -0.38
H 5.10 0.09 1.51  0.37
H 7.59 0.16 1.31  0.40
H 8.68 -1.29 -0.40  0.37
H 7.23 -2.73 -1.83  0.39
H 3.03 -1.97 -0.86  0.26
H 3.11 -1.95 0.92  0.37
H 1.34 2.14 1.99  0.47
H 2.36 2.39 0.56  0.28
H -0.04 0.68 0.09  -0.01
H -0.12 2.45 -3.11  0.29
H -2.18 1.67 -1.40  0.21
H -2.18 3.19 -2.33  0.47
H -0.81 4.26 -0.53  0.37
H -2.35 3.69 0.13  0.45
H -2.12 2.72 2.15  0.58
H -0.78 1.61 2.49  0.46
H -0.82 -0.69 1.79  0.54
H -2.11 -2.59 0.91  0.46
H -5.69 -1.79 -1.57  0.35
H -6.38 -2.00 0.07  0.36
H -5.48 -4.27 -1.78  0.33
H -6.15 -4.47 -0.17  0.33
H -7.16 -3.80 -1.46  0.42

Orbital gap   0.3339 hartree
Structure (SMILES)   CCOc1ccc(CN2CCNC(=O)[C@H]2CC(=O)NCc2ccccn2)cc1
Molar mass   382.464 u
ΔE to the lowest compared entry with this formula, charge and spin   33.1 kcal/mol